<i>
{"formula": "CH4NO2", "method": "ωB97M-V with the def2-TZVPD basis set", "symbols": ["N", "O", "H", "H", "O", "C", "H", "H"], "positions_angstrom": [[1.325, -0.538, -0.769], [0.323, 1.502, -0.539], [2.090, 0.076, -0.475], [-1.526, 0.116, 0.227], [-2.058, -0.089, 1.030], [0.186, 0.412, -1.069], [-1.370, -0.244, 1.682], [1.030, -1.236, -0.087]], "homo_ev": -1.9432, "gap_ev": 6.64, "charge": -1, "lumo_energy_ev": 4.70}

<ii>
{"formula": "CH4NO2", "method": "ωB97M-V with the def2-TZVPD basis set", "symbols": ["H", "H", "H", "O", "N", "H", "C", "O"], "positions_angstrom": [[2.225, 0.327, -0.464], [-2.171, -1.461, 0.370], [-1.058, -0.693, -0.695], [2.076, 1.092, -1.031], [-1.707, -0.606, 0.094], [1.331, 1.559, -0.645], [-0.954, -0.021, 1.228], [0.258, -0.198, 1.143]], "homo_ev": -1.6981, "gap_ev": 6.48, "charge": -1, "lumo_energy_ev": 4.78}

Quick ranking, most stable first: <i>, <ii>.

<i>
{"formula": "C21H18BBrCl4EuF4NO3P", "method": "ωB97M-V with the def2-TZVPD basis set", "symbols": ["F", "C", "C", "P", "H", "C", "C", "C", "C", "F", "C", "O", "H", "H", "H", "H", "Cl", "H", "B", "C", "N", "C", "H", "Cl", "C", "F", "Br", "H", "Cl", "H", "C", "C", "O", "C", "H", "Eu", "H", "H", "C", "H", "C", "C", "H", "H", "C", "H", "H", "C", "O", "Cl", "F", "H", "C", "C", "C"], "positions_angstrom": [[1.985, 0.035, 1.789], [-0.693, 2.614, -2.030], [-3.473, 3.400, 1.331], [-1.243, -0.168, -2.179], [-3.338, 1.070, -2.102], [0.124, -2.544, -0.559], [-1.070, 3.570, 1.299], [0.814, -3.360, 2.589], [-2.784, 0.552, -2.887], [1.396, 1.403, 3.588], [0.150, 3.707, -1.913], [0.228, 1.667, 0.715], [3.338, -5.112, 3.983], [0.340, -1.498, -3.461], [-1.765, 2.765, -1.991], [-3.404, -0.273, -3.241], [-2.453, 5.832, 1.925], [0.818, -4.774, 4.186], [1.304, 0.144, 3.067], [-2.328, 4.158, 1.490], [1.448, -2.627, 1.671], [3.494, -3.694, 2.339], [1.645, 0.178, -2.307], [-5.038, 4.111, 1.539], [-0.171, 1.328, -2.162], [-0.074, -0.199, 2.754], [-1.082, -3.108, 2.595], [4.566, -3.795, 2.208], [0.367, 4.522, 1.470], [-0.335, -4.182, -1.840], [-3.349, 2.040, 1.008], [-0.568, -0.953, -3.721], [0.989, -1.663, -0.866], [-0.920, 2.222, 0.963], [0.350, -4.649, -0.283], [0.041, -0.435, 0.535], [1.422, -3.979, -1.556], [-0.270, 4.697, -1.786], [1.219, 1.166, -2.177], [-0.353, -0.229, -4.509], [0.429, -3.926, -1.099], [1.525, 3.533, -1.907], [3.132, 2.121, -2.037], [2.178, 4.387, -1.773], [-2.114, 1.418, 0.847], [-2.566, 1.233, -3.712], [3.288, -2.210, 0.791], [2.809, -4.425, 3.331], [-1.991, 0.151, 0.539], [-4.770, 1.071, 0.764], [1.804, -0.820, 3.921], [-1.305, -1.673, -4.087], [1.407, -4.253, 3.443], [2.058, 2.261, -2.045], [2.795, -2.812, 1.550]], "homo_ev": [1.4495, -2.0508], "gap_ev": [2.81, 6.31], "charge": -2, "multiplicity": 8, "s_squared": 15.772, "lumo_energy_ev": [4.26, 4.26]}

<ii>
{"formula": "C21H18BBrCl4EuF4NO3P", "method": "ωB97M-V with the def2-TZVPD basis set", "symbols": ["H", "C", "H", "C", "H", "F", "O", "Eu", "H", "Cl", "H", "H", "P", "B", "C", "F", "H", "C", "H", "F", "C", "C", "O", "C", "O", "H", "H", "C", "Cl", "Cl", "C", "C", "C", "H", "C", "C", "H", "H", "H", "N", "C", "H", "H", "H", "H", "Cl", "F", "C", "C", "C", "C", "Br", "C", "C", "C"], "positions_angstrom": [[-0.198, -1.786, 3.369], [5.667, -0.184, -1.528], [4.999, 0.000, -3.579], [-2.109, -3.128, -1.569], [6.722, -0.175, -1.763], [1.295, 3.912, -0.210], [1.331, -2.086, -1.420], [0.468, -0.199, -0.721], [-3.975, -0.245, -0.728], [-3.660, -2.500, -1.993], [-1.340, 3.968, -0.042], [5.950, -0.374, 0.602], [-2.016, 1.083, -0.344], [1.550, 2.628, -0.533], [-1.073, 4.298, 2.046], [2.794, 2.483, -1.093], [-3.262, -0.642, 0.835], [-0.398, -1.097, 1.306], [-1.791, -2.148, 2.656], [1.406, 1.746, 0.578], [-2.010, -4.461, -1.161], [-1.102, 3.742, 3.314], [0.845, -0.975, 1.122], [3.393, -0.069, -2.157], [-1.048, -1.036, -2.012], [-3.597, 2.811, -1.148], [3.490, -0.343, 1.054], [-0.722, -2.082, 2.458], [-0.643, -6.647, -0.357], [1.920, -4.852, -0.590], [4.723, -0.082, -2.539], [-3.533, 0.178, 0.172], [5.244, -0.290, -0.210], [-2.045, 0.606, 2.498], [-1.405, 3.531, 0.943], [-0.776, -4.997, -0.849], [-0.766, 5.326, 1.907], [-4.244, 0.840, 0.668], [-1.519, 1.983, 4.465], [2.975, -0.143, -0.908], [-1.481, 2.418, 3.474], [-0.355, -3.070, 2.172], [-3.171, 1.606, -2.394], [-2.030, 2.891, -2.002], [-0.810, 4.327, 4.176], [-3.432, -5.432, -1.057], [0.587, 2.100, -1.473], [-1.778, 2.199, 1.089], [-2.787, 2.228, -1.585], [-1.005, -2.285, -1.645], [0.292, -2.853, -1.325], [1.987, 0.094, -3.438], [-1.800, 1.650, 2.370], [3.884, -0.269, 0.049], [0.360, -4.194, -0.950]], "homo_ev": [1.1632, -0.8392], "gap_ev": [3.34, 5.34], "charge": -2, "multiplicity": 8, "s_squared": 15.761, "lumo_energy_ev": [4.50, 4.50]}

Quick ranking, most stable first: <ii>, <i>.

<i>
{"formula": "C4H9NO4P", "method": "ωB97M-V with the def2-TZVPD basis set", "symbols": ["H", "H", "H", "H", "C", "C", "H", "H", "O", "C", "O", "C", "O", "H", "O", "H", "H", "N", "P"], "positions_angstrom": [[-1.731, -0.434, 1.751], [1.756, 1.689, -0.733], [-0.168, -2.672, 1.434], [-2.933, 0.365, 0.612], [1.190, -0.251, 0.022], [1.252, 0.740, -1.051], [0.764, 0.120, 0.994], [0.285, 0.970, -1.308], [-1.876, -1.326, 0.038], [2.856, -0.586, 0.361], [3.511, 0.276, 0.912], [-1.953, -0.062, 0.740], [3.237, -1.711, -0.049], [1.658, 0.320, -1.990], [-0.875, -3.546, -0.654], [1.520, -2.142, -0.576], [-1.232, 0.706, 0.253], [0.658, -1.523, -0.596], [-0.549, -2.335, 0.103]], "homo_ev": -4.6119, "gap_ev": 7.94, "charge": -1, "smiles": "CO[P@@H](=O)N[C@H](C)C(=O)[O-]", "lumo_energy_ev": 3.33}

<ii>
{"formula": "C4H9NO4P", "method": "ωB97M-V with the def2-TZVPD basis set", "symbols": ["O", "H", "H", "N", "C", "H", "C", "H", "H", "P", "O", "H", "C", "O", "H", "O", "C", "H", "H"], "positions_angstrom": [[0.010, -2.190, -1.053], [-1.450, -0.705, 1.212], [-1.848, -1.769, -3.385], [-1.114, 0.195, 0.944], [0.088, -0.047, 0.139], [1.034, 0.914, -1.593], [1.297, -0.600, 0.971], [2.196, 0.003, 0.845], [-1.880, 0.449, 0.159], [-1.878, -0.172, -2.234], [-1.120, 0.484, -3.341], [1.031, -0.676, 1.980], [0.449, 1.250, -0.678], [-2.908, 0.646, -1.461], [1.384, -1.587, 0.435], [-2.496, -1.601, -2.715], [-0.386, -1.045, -0.958], [0.994, 1.978, 0.148], [-0.440, 1.668, -1.084]], "homo_ev": -4.5009, "gap_ev": 8.25, "charge": -1, "smiles": "CC(C)(N)C(=O)[P@](=O)([O-])O", "lumo_energy_ev": 3.75}

Quick ranking, most stable first: <ii>, <i>.